(1)
The following is a quantum chemistry calculation of C24H50BeBrCl3FLiN2O11 as an isolated structure in a non-equilibrium geometry, from the OMol25 dataset.

Computed properties:
Orbital gap   0.93 eV
Energy   -5957.9092 a.u.
HOMO   -5.98 eV
Energy above the lowest of the compared OMol25 structures with the same formula, charge and spin   0.000 eV

Structure (ORCA input):
```
! wB97M-V def2-TZVPD RIJCOSX def2/J DEFGRID3
* xyz 0 1
C 2.575 0.204 -0.423
C 1.149 0.006 0.141
C 0.995 1.021 1.308
C 0.122 0.409 -0.933
C -0.147 -0.677 -2.013
C 0.283 -2.094 -1.619
C 0.389 -0.254 -3.409
O 1.608 -0.902 -3.688
C 2.496 -0.127 -4.482
C 1.851 0.553 -5.695
C 3.015 1.289 -6.503
C 4.422 0.879 -6.067
N 4.588 -0.560 -5.798
C 3.496 -1.160 -5.028
H 3.247 0.513 0.377
H 2.951 -0.662 -0.972
H 2.551 1.050 -1.119
H 0.973 -0.968 0.591
H 1.478 1.962 1.038
H -0.067 1.253 1.436
H 1.372 0.585 2.232
H -0.827 0.629 -0.426
H 0.464 1.358 -1.352
H -1.246 -0.715 -2.150
H 1.358 -2.225 -1.557
H -0.199 -2.838 -2.258
H -0.117 -2.291 -0.617
H -0.348 -0.592 -4.152
H 0.451 0.836 -3.406
H 3.042 0.566 -3.824
H 1.130 1.337 -5.426
H 1.358 -0.229 -6.275
H 2.852 1.222 -7.576
H 2.940 2.371 -6.273
H 5.097 1.116 -6.893
H 4.752 1.499 -5.233
H 4.763 -1.065 -6.765
H 5.458 -0.659 -5.276
H 2.936 -1.783 -5.732
H 3.843 -1.844 -4.254
Br 3.734 -1.761 -8.317
Li -2.801 -1.021 -1.682
C 1.914 2.429 7.251
C 0.719 2.399 6.320
O 0.341 3.679 5.807
C 1.344 4.329 5.056
C 1.800 3.480 3.883
H 1.721 3.094 8.098
H 2.113 1.426 7.625
H 2.816 2.789 6.750
H -0.144 2.026 6.867
H 0.887 1.699 5.498
H 2.201 4.597 5.694
H 0.922 5.272 4.697
H 2.234 2.532 4.207
H 2.552 4.006 3.289
H 0.944 3.248 3.245
F -0.451 6.004 5.295
C 0.865 -1.274 6.286
O 0.368 -0.565 7.192
O -0.104 -2.070 5.622
O 2.029 -1.374 5.890
H -0.863 -1.768 6.144
Be -0.035 7.206 6.396
C -0.354 -4.355 3.584
C -0.065 -3.699 2.255
O -1.361 -3.693 1.630
C -2.290 -3.749 2.621
O -3.458 -3.587 2.434
O -1.727 -4.002 3.807
H 0.277 -3.982 4.386
H -0.272 -5.444 3.542
H 0.280 -2.669 2.367
H 0.656 -4.251 1.654
C -6.271 -5.063 2.406
C -7.315 -5.974 3.148
O -8.145 -5.186 3.801
H -5.699 -4.460 3.104
H -5.567 -5.693 1.854
H -6.759 -4.402 1.692
H -6.704 -6.683 3.746
H -7.743 -6.628 2.359
C -5.378 3.091 -1.464
N -4.804 1.793 -1.906
O -5.314 1.227 -2.839
O -3.837 1.375 -1.284
H -6.220 3.328 -2.104
H -5.692 2.974 -0.431
H -4.596 3.840 -1.553
C -0.758 3.365 -7.265
Cl 0.617 3.773 -6.232
Cl -0.665 1.685 -7.777
Cl -2.279 3.681 -6.425
H -0.720 3.992 -8.147
*
```


(2)
The following is a quantum chemistry calculation of C37H92AsBF10N9O5 as an isolated structure in a non-equilibrium geometry, from the OMol25 dataset.

Computed properties:
Orbital gap   9.16 eV
Energy   -5591.7684 a.u.
HOMO   -19.16 eV

Structure (ORCA input):
```
! wB97M-V def2-TZVPD RIJCOSX def2/J DEFGRID3
* xyz 5 1
As -0.447 0.334 0.045
F -0.516 2.076 -0.350
F 0.689 0.050 -1.289
F -0.455 -1.356 0.465
F -1.570 0.605 1.367
F -1.805 0.144 -0.993
F 0.904 0.694 1.129
C -1.857 4.655 -6.904
C -1.150 4.560 -5.544
N -1.893 3.858 -4.506
C -2.770 2.827 -4.675
C -3.355 2.485 -3.502
N -2.830 3.365 -2.577
C -1.892 4.111 -3.181
C -3.117 3.374 -1.154
H -2.838 5.123 -6.893
H -1.912 3.614 -7.231
H -1.226 5.220 -7.585
H -1.053 5.590 -5.192
H -0.146 4.160 -5.677
H -2.991 2.488 -5.675
H -4.200 1.868 -3.241
H -1.236 4.803 -2.681
H -3.835 4.180 -0.981
H -2.306 3.660 -0.495
H -3.498 2.400 -0.864
C -4.133 0.738 2.897
C -4.744 0.037 1.652
N -4.712 -1.391 1.722
C -4.010 -2.233 0.892
C -4.121 -3.473 1.439
N -4.898 -3.405 2.566
C -5.214 -2.125 2.741
C -5.334 -4.525 3.403
H -4.721 0.569 3.797
H -4.115 1.778 2.576
H -3.160 0.274 3.052
H -4.197 0.360 0.766
H -5.734 0.466 1.477
H -3.517 -1.957 -0.029
H -3.624 -4.388 1.165
H -5.895 -1.694 3.456
H -5.681 -5.339 2.775
H -6.145 -4.215 4.059
H -4.530 -4.819 4.076
C -0.271 -1.710 -3.543
N -0.379 -0.762 -4.707
C -1.805 -0.823 -5.201
C -0.070 0.623 -4.209
C 0.711 -1.174 -5.686
C 0.352 -0.865 -7.127
O 0.263 0.515 -7.427
H 0.707 -1.604 -3.071
H -0.304 -2.756 -3.837
H -1.031 -1.455 -2.810
H -2.456 -0.717 -4.338
H -1.869 -1.824 -5.622
H -1.868 -0.060 -5.973
H -0.622 0.822 -3.296
H -0.263 1.405 -4.941
H 1.010 0.611 -4.086
H 0.881 -2.243 -5.565
H 1.668 -0.781 -5.344
H -0.558 -1.406 -7.409
H 1.106 -1.246 -7.826
H 0.004 0.642 -8.345
C 3.682 -5.662 0.824
N 3.025 -4.642 -0.065
C 1.737 -4.174 0.542
C 3.907 -3.410 -0.175
C 2.815 -5.068 -1.519
C 2.098 -6.398 -1.692
O 2.873 -7.440 -1.183
H 2.924 -6.356 1.180
H 4.081 -5.124 1.682
H 4.452 -6.226 0.307
H 1.078 -5.032 0.675
H 1.256 -3.515 -0.177
H 1.880 -3.731 1.524
H 3.906 -2.823 0.739
H 3.423 -2.776 -0.921
H 4.878 -3.690 -0.573
H 3.827 -5.002 -1.910
H 2.122 -4.352 -1.960
H 1.704 -6.428 -2.716
H 1.105 -6.300 -1.219
H 2.543 -8.276 -1.541
C -0.238 5.838 4.036
N -0.659 4.524 3.403
C -1.782 3.852 4.116
C -1.046 4.778 1.983
C 0.597 3.652 3.211
C 1.241 3.138 4.492
O 0.304 2.489 5.330
H 0.525 6.335 3.449
H 0.108 5.571 5.032
H -1.180 6.375 4.126
H -1.991 2.879 3.684
H -2.653 4.505 4.182
H -1.514 3.737 5.164
H -1.848 5.521 2.048
H -1.379 3.923 1.407
H -0.261 5.336 1.474
H 1.272 4.343 2.709
H 0.409 2.786 2.571
H 1.708 3.956 5.058
H 2.110 2.513 4.256
H 0.798 1.968 5.972
C 6.029 2.145 -0.102
N 5.263 2.778 -1.245
C 5.541 4.253 -1.294
C 5.834 2.139 -2.473
C 3.806 2.346 -1.139
C 2.990 2.971 0.011
O 3.088 4.371 0.201
H 5.869 2.511 0.909
H 7.091 2.188 -0.331
H 5.745 1.094 -0.142
H 5.109 4.792 -0.456
H 5.110 4.653 -2.210
H 6.614 4.423 -1.247
H 6.914 2.244 -2.546
H 5.364 2.558 -3.359
H 5.633 1.071 -2.394
H 3.848 1.261 -1.135
H 3.287 2.692 -2.033
H 2.971 2.455 0.969
H 1.951 2.886 -0.334
H 2.488 4.851 -0.373
C 1.599 -2.109 5.523
N 0.182 -2.064 4.947
C -0.771 -1.494 6.006
C 0.201 -1.127 3.771
C -0.337 -3.456 4.565
C 0.275 -4.580 5.368
O -0.039 -4.458 6.757
H 1.778 -1.036 5.583
H 2.284 -2.455 4.754
H 1.645 -2.672 6.446
H -0.550 -2.069 6.905
H -1.781 -1.485 5.622
H -0.325 -0.530 6.253
H -0.675 -1.264 3.141
H 1.035 -1.456 3.148
H 0.384 -0.111 4.104
H -0.132 -3.500 3.496
H -1.418 -3.464 4.694
H 1.365 -4.615 5.295
H -0.124 -5.538 5.028
H 0.605 -4.994 7.236
B -3.811 -2.521 -2.693
F -3.830 -1.106 -2.700
F -5.019 -2.927 -2.089
F -3.614 -2.960 -3.986
F -2.722 -3.027 -1.910
*
```